#A
DFT (the ωB97M-V functional and the def2-TZVPD basis) results for 2 unconnected molecules or ions with the total composition C3H12NOSi.

Atoms and positions in Å:
C 1.92916 -0.77196 0.56665
C -1.09340 -1.54168 1.56851
C -0.72715 1.60386 -0.18785
N -0.35654 1.99341 -1.63402
O -0.13306 -1.09751 -1.25367
Si 0.07217 -0.74015 0.33797
H 2.48179 -0.50582 -0.24680
H 2.43414 -0.18685 1.42056
H 2.28535 -1.70228 0.79253
H -2.19397 -1.44087 1.46451
H -1.04590 -2.54398 1.58414
H -1.08003 -1.19786 2.51163
H -0.11545 2.34378 0.47996
H -1.70040 1.65109 0.15256
H -0.41979 1.08504 -2.09714
H 0.58618 2.32395 -1.69522
H -1.12178 2.57886 -2.07924
H 0.19868 -1.85102 -1.68511

lowest unoccupied orbital energy: -0.119 hartree
HOMO: -13.54 eV
multiplicity: 1
orbital gap: 10.301 eV
charge: +1

#B
DFT (the ωB97M-V functional and the def2-TZVPD basis) results for a gas-phase ion, C3H12NOSi (charge +1).

Atoms and positions in Å:
C 0.92940 1.95148 -0.78024
C -0.19967 1.28691 0.24056
C 0.34164 -0.19034 0.46521
N -0.29636 -0.82574 1.66236
Si -0.08337 -1.57258 -1.02611
O -1.58481 -2.03386 -0.48469
H 1.11996 1.49310 -1.71610
H 0.73153 3.11941 -0.92017
H 1.88936 1.86935 -0.32676
H -0.16428 1.89334 1.11067
H -1.17969 1.35729 -0.17597
H 1.47753 -0.07752 0.54380
H -1.25543 -0.50365 1.51338
H -0.33205 -1.84087 1.56577
H -0.02476 -0.54429 2.63502
H -0.22825 -0.66240 -2.23696
H 1.07891 -2.63366 -0.91882
H -2.21967 -2.08598 -1.15095

lowest unoccupied orbital energy: -0.129 hartree
HOMO: -14.83 eV
multiplicity: 1
orbital gap: 11.329 eV
charge: +1

Relative calculated energies, zero for the most stable structure, unit hartree: #A 0.0135; #B 0.0000.

#A
DFT (the ωB97M-V functional and the def2-TZVPD basis) results for C6H13P in the gas phase.

Atoms and positions in Å:
C -3.00169 0.59675 -1.08623
P -2.16296 0.40597 0.34883
C -0.53154 -0.70213 0.03983
C -0.08040 -1.33413 1.31141
C 0.60519 0.38319 -0.43541
C 1.95739 -0.32283 -0.85011
C 0.80213 1.39328 0.62123
H -3.67770 1.40395 -0.99216
H -3.15069 -0.06719 -1.95781
H -0.77969 -1.44412 -0.73272
H -0.79690 -2.01489 1.69622
H 0.25804 -0.55044 2.15387
H 0.76549 -1.90930 1.07090
H 0.22404 0.84404 -1.29963
H 2.38073 -0.06938 -1.79026
H 1.91983 -1.46518 -0.68290
H 2.78205 -0.05741 -0.04498
H 1.15455 2.36376 0.02981
H 1.44120 0.91152 1.31333
H -0.10907 1.63452 1.28678

lowest unoccupied orbital energy: 0.011 hartree
HOMO: -8.72 eV
multiplicity: 1
orbital gap: 9.026 eV
charge: 0

#B
DFT (the ωB97M-V functional and the def2-TZVPD basis) results for 2 unconnected molecules or ions with the total composition C6H13P.

Atoms and positions in Å:
C -1.43562 -0.31581 0.22979
C -0.04871 0.34315 0.32900
C -1.78876 -1.65781 -0.12945
C 0.31793 0.87067 1.62627
C 2.03982 0.77133 -1.06550
C 1.02228 -0.26746 -0.50564
P -1.40451 1.28563 -0.69207
H -2.15229 -0.21200 1.60872
H -2.52376 -2.09629 0.60725
H -0.91366 -2.23711 0.08396
H -2.06658 -1.70342 -1.26339
H -0.28160 1.75051 1.63675
H 1.44359 1.13319 1.61521
H -0.07605 0.24330 2.42399
H 1.45327 1.60805 -1.53591
H 2.77748 0.36110 -1.79593
H 2.47673 1.11756 -0.04441
H 1.60777 -0.88353 0.04293
H 0.58271 -0.82166 -1.30959
H -1.03005 0.71060 -1.86198

lowest unoccupied orbital energy: 0.035 hartree
HOMO: -8.77 eV
multiplicity: 1
orbital gap: 9.713 eV
charge: 0

Relative calculated energies, zero for the most stable structure, unit hartree: #A 0.0000; #B 0.0436.

#A
DFT (the ωB97M-V functional and the def2-TZVPD basis) results for 2 unconnected molecules or ions with the total composition C2H6O2Si.

Atoms and positions in Å:
C -1.13154 -0.76024 1.52252
C -0.04416 0.17213 -1.78139
O -1.95665 0.18353 0.79023
O 2.43708 1.35738 0.73172
Si -0.46914 0.17783 0.08578
H -0.89272 -0.59851 2.50211
H -1.44608 -1.84068 1.48497
H -0.26289 -0.75585 -2.23511
H -0.45710 0.93300 -2.50104
H 1.08959 0.32186 -1.72321
H 3.13360 0.80955 1.12345

lowest unoccupied orbital energy (spin up / spin down): -0.032 / -0.058 hartree
HOMO (spin up / spin down): -10.32 / -7.50 eV
multiplicity: 1
orbital gap (spin up / spin down): 9.460 / 5.909 eV
charge: 0

#B
DFT (the ωB97M-V functional and the def2-TZVPD basis) results for 2 unconnected molecules or ions with the total composition C2H6O2Si.

Atoms and positions in Å:
C -1.85034 0.97487 0.03324
C -1.27066 0.07917 0.73345
O 2.84889 1.20815 0.89829
O 1.50783 1.21026 0.68040
Si 0.66471 -0.10870 0.93907
H -2.99294 1.09705 -0.06611
H -1.37092 1.75791 -0.43028
H -1.82557 -0.77549 1.22408
H 1.63303 -1.92571 -2.52430
H 1.10924 -2.25620 -2.12792
H 1.54674 -1.26131 0.64007

lowest unoccupied orbital energy (spin up / spin down): -0.044 / -0.036 hartree
HOMO (spin up / spin down): -7.52 / -9.34 eV
multiplicity: 1
orbital gap (spin up / spin down): 6.315 / 8.364 eV
charge: 0

Relative calculated energies, zero for the most stable structure, unit hartree: #A 0.0000; #B 0.0783.

#A
DFT (the ωB97M-V functional and the def2-TZVPD basis) results for 2 unconnected molecules or ions with the total composition C4H12OS.

Atoms and positions in Å:
C -3.13131 1.52558 -0.12635
C -1.67796 1.08714 -0.08659
O -1.37969 -0.24864 0.24501
H -3.78983 1.03443 -0.85495
H -3.00752 2.62739 -0.31289
H -3.56167 1.31166 0.87576
H -1.33292 1.40020 -1.07246
H -1.09908 1.78477 0.58060
H -0.61239 -0.53108 -0.34498
C 2.74904 -1.63551 0.68348
C 1.49071 -0.91895 0.28010
S 1.98101 0.49949 -0.91305
H 3.45098 -1.61739 -0.15919
H 3.27322 -1.16909 1.53314
H 2.71756 -2.76650 0.94657
H 0.88851 -0.56478 1.11557
H 0.92747 -1.53039 -0.42445
H 2.11387 -0.28831 -1.96532

lowest unoccupied orbital energy: 0.027 hartree
HOMO: -9.39 eV
multiplicity: 1
orbital gap: 10.139 eV
charge: 0

#B
DFT (the ωB97M-V functional and the def2-TZVPD basis) results for 2 unconnected molecules or ions with the total composition C4H12OS.

Atoms and positions in Å:
C 0.63616 0.84057 -2.34436
C 1.24802 -0.51647 -2.66237
S 0.22594 -1.92069 -2.12003
H -0.36215 0.92958 -2.80487
H 1.27735 1.64827 -2.73560
H 0.53335 0.97001 -1.25381
H 1.34155 -0.65683 -3.75644
H 2.25935 -0.61391 -2.22287
H 0.24818 -1.62090 -0.80392
C -1.67794 0.19342 1.51724
O -0.34058 -0.23309 1.68515
C 0.08425 -0.02116 3.01679
H -1.96011 0.00767 0.46725
H -1.79029 1.27055 1.72645
H -2.36801 -0.36583 2.17118
H 0.04721 1.04680 3.29010
H -0.53050 -0.58959 3.73483
H 1.12822 -0.36839 3.09528

lowest unoccupied orbital energy: 0.035 hartree
HOMO: -8.84 eV
multiplicity: 1
orbital gap: 9.800 eV
charge: 0

#C
DFT (the ωB97M-V functional and the def2-TZVPD basis) results for 2 unconnected molecules or ions with the total composition C4H12OS.

Atoms and positions in Å:
C 1.52628 0.91585 0.84056
C 0.43032 1.42947 -0.09084
C -0.85507 0.56133 -0.01420
C -1.22253 -0.13495 -1.31634
S -2.50465 -1.38876 -1.18243
H 2.48009 1.36603 0.53525
H 1.37706 1.13184 1.89233
H 1.70381 -0.16299 0.80001
H 0.81476 1.48330 -1.10294
H 0.13317 2.41821 0.26194
H -1.69135 1.15481 0.34310
H -0.76093 -0.20400 0.76189
H -0.31012 -0.47441 -1.81408
H -1.65109 0.54929 -2.04489
H -2.04282 -2.14832 -0.18154
O 1.14752 -2.40396 0.71224
H 0.69638 -1.88013 0.04143
H 0.72918 -2.21262 1.55851

lowest unoccupied orbital energy: 0.028 hartree
HOMO: -9.22 eV
multiplicity: 1
orbital gap: 9.997 eV
charge: 0

#D
DFT (the ωB97M-V functional and the def2-TZVPD basis) results for 2 unconnected molecules or ions with the total composition C4H12OS.

Atoms and positions in Å:
C -0.56404 2.22566 -0.24174
C -1.65955 1.64683 0.64086
O -1.25763 1.43471 1.99030
H -0.46809 3.31552 -0.20823
H -0.77110 1.94615 -1.27437
H 0.42232 1.80957 -0.02901
H -2.54723 2.29064 0.59543
H -1.95050 0.67394 0.26476
H -1.23397 2.29608 2.43779
C 1.89416 -1.95359 -0.01164
C 0.71354 -1.45132 -0.83211
S -0.23418 -2.82207 -1.57005
H 1.54248 -2.41981 0.90509
H 2.53707 -2.60635 -0.58310
H 2.48667 -1.09069 0.31217
H 1.06350 -0.84568 -1.66516
H 0.11378 -0.81256 -0.20639
H -0.08724 -3.63703 -0.52460

lowest unoccupied orbital energy: 0.032 hartree
HOMO: -9.00 eV
multiplicity: 1
orbital gap: 9.865 eV
charge: 0

Relative calculated energies, zero for the most stable structure, unit hartree: #A 0.0336; #B 0.0203; #C 0.0000; #D 0.0071.

#A
DFT (the ωB97M-V functional and the def2-TZVPD basis) results for a molecular structure, H28NeO14.

Atoms and positions in Å:
Ne -12.14038 -10.82224 -7.21488
O -13.19919 -11.36576 -4.20750
H -12.33377 -11.70589 -3.98037
H -13.76295 -11.64239 -3.48508
O -14.95256 -8.61501 -8.01929
H -15.21081 -7.77273 -7.64498
H -15.25064 -9.26288 -7.38082
O -9.77536 -7.99450 -5.83108
H -9.83091 -7.94635 -6.78545
H -9.82057 -7.08319 -5.54178
O -10.51823 -12.12656 -3.83200
H -9.92588 -11.37530 -3.80102
H -9.93905 -12.88686 -3.88418
O -12.24284 -8.45141 -4.27061
H -11.93780 -8.53539 -5.17401
H -12.80040 -9.21727 -4.13340
O -11.97346 -13.82080 -6.58222
H -12.39502 -14.09156 -5.76661
H -11.89598 -14.62749 -7.09162
O -15.22671 -11.29491 -6.10851
H -14.53740 -11.13315 -5.46437
H -16.02126 -11.40718 -5.58668
O -12.20374 -12.26439 -9.74217
H -12.27595 -13.10224 -10.19936
H -12.76990 -12.35938 -8.97622
O -9.66253 -11.46225 -9.03156
H -10.51041 -11.88549 -9.16645
H -9.32407 -11.85410 -8.22650
O -12.66157 -8.17618 -9.71155
H -12.76673 -7.27182 -10.00702
H -13.43709 -8.34562 -9.17668
O -14.57029 -13.14840 -8.08111
H -13.87269 -13.55344 -7.56580
H -14.95463 -12.49693 -7.49451
O -13.41590 -10.31574 -11.27985
H -13.20054 -9.48897 -10.84823
H -12.99884 -10.98529 -10.73762
O -10.24468 -8.77389 -8.49113
H -11.03264 -8.48806 -8.95335
H -10.25762 -9.72836 -8.56231
O -9.02931 -13.12740 -6.71671
H -9.96812 -13.30651 -6.66385
H -8.68974 -13.37055 -5.85543

lowest unoccupied orbital energy: -0.021 hartree
HOMO: -9.71 eV
multiplicity: 1
orbital gap: 9.141 eV
charge: 0

#B
DFT (the ωB97M-V functional and the def2-TZVPD basis) results for a molecular structure, H28NeO14.

Atoms and positions in Å:
Ne -0.14377 0.32362 0.23016
O -2.68481 -1.52216 1.43972
H -2.90618 -1.95597 2.26377
H -2.40676 -2.23262 0.86165
O 2.03437 -0.30078 -2.56738
H 2.19453 0.16825 -3.38627
H 2.51162 0.20066 -1.90631
O 1.22860 3.40915 -1.30339
H 0.67487 3.04402 -1.99353
H 0.70474 3.32654 -0.50653
O -1.70005 0.11524 3.49637
H -1.95784 -0.29653 2.67161
H -0.74320 0.09095 3.48795
O -0.67408 -0.41203 -2.43289
H -0.70844 -1.10192 -1.77024
H 0.25794 -0.31125 -2.62630
O -3.22013 0.56378 -3.18891
H -3.65846 0.68122 -2.34612
H -2.34385 0.25229 -2.96232
O -1.11170 -2.79447 -0.82784
H -0.51078 -3.51718 -1.00895
H -1.91497 -3.21974 -0.52763
O 0.47974 -2.02443 1.68503
H -0.07207 -2.12263 0.90908
H 0.14551 -2.67621 2.30124
O -2.63502 1.21778 1.05633
H -2.85137 0.28548 1.04040
H -1.95683 1.31821 0.38835
O -0.73568 2.54983 -3.03718
H -1.57834 2.10126 -2.96679
H -0.52577 2.52111 -3.97064
O 1.90104 2.25151 1.72103
H 1.53600 2.88262 2.34126
H 2.83590 2.22759 1.92521
O 3.28968 1.34020 -0.78659
H 2.89054 1.01173 0.01902
H 2.79407 2.13232 -0.99432
O 2.51898 -3.65404 0.94719
H 2.79386 -3.66278 0.03035
H 2.03150 -2.83595 1.04379
O 1.11908 0.38272 3.95049
H 1.36401 0.52325 3.03589
H 1.73357 -0.28074 4.26427

lowest unoccupied orbital energy: -0.022 hartree
HOMO: -10.10 eV
multiplicity: 1
orbital gap: 9.490 eV
charge: 0

Relative calculated energies, zero for the most stable structure, unit hartree: #A 0.0000; #B 0.0269.

#A
DFT (the ωB97M-V functional and the def2-TZVPD basis) results for C7H13F in the gas phase.

Atoms and positions in Å:
C 2.57751 -0.57885 -0.46535
C 1.18592 -0.42575 -0.90505
C 0.02695 -0.10596 -0.21237
C -1.07084 0.36628 -1.06750
F -0.92991 0.27967 -2.41425
C -0.06993 -0.01395 1.33598
C -1.08019 -1.07275 1.86113
C -0.43785 1.39441 1.67919
H 3.10654 0.32306 -0.56011
H 3.04723 -1.42042 -0.92439
H 2.43456 -0.86799 0.61662
H 1.01018 -0.50604 -2.01055
H -1.15104 1.47381 -0.87379
H -2.06284 -0.08124 -0.74445
H 0.94817 -0.12771 1.79667
H -1.32560 -0.96525 2.93351
H -2.02707 -0.93717 1.35485
H -0.71800 -2.11656 1.61016
H -0.39874 1.69566 2.72449
H -1.46410 1.59086 1.34607
H 0.18053 2.04143 1.10289

lowest unoccupied orbital energy: 0.037 hartree
HOMO: -8.76 eV
multiplicity: 1
orbital gap: 9.779 eV
charge: 0

#B
DFT (the ωB97M-V functional and the def2-TZVPD basis) results for C7H13F in the gas phase.

Atoms and positions in Å:
C 2.55373 1.10925 -0.24269
C 1.40366 0.22911 -0.09679
C 1.73259 -1.21941 0.19617
C 0.08869 0.78652 -0.11891
F -0.10600 2.09377 -0.27893
C -1.12446 -0.12930 0.04208
C -1.74423 -0.20929 1.40138
C -2.32367 0.35621 -0.84745
H 2.22780 2.12042 -0.23169
H 2.92154 0.95078 -1.27313
H 3.35161 0.79710 0.45849
H 2.17845 -1.28655 1.17994
H 2.34617 -1.74232 -0.57248
H 0.72164 -1.77196 0.13317
H -0.77331 -1.13802 -0.31928
H -2.33054 0.68154 1.79477
H -2.58617 -0.92917 1.35824
H -1.00614 -0.51826 2.10194
H -3.13655 -0.38426 -0.87953
H -2.64894 1.14894 -0.25388
H -1.83385 0.84090 -1.76099

lowest unoccupied orbital energy: 0.036 hartree
HOMO: -8.33 eV
multiplicity: 1
orbital gap: 9.318 eV
charge: 0

Relative calculated energies, zero for the most stable structure, unit hartree: #A 0.0000; #B 0.0110.